[1]
{"formula": "C7H12N3OS", "method": "ωB97M-V with the def2-TZVPD basis set", "symbols": ["C", "C", "N", "C", "C", "N", "C", "O", "S", "C", "N", "C", "H", "H", "H", "H", "H", "H", "H", "H", "H", "H", "H", "H"], "coordinates": [[0.81519, 0.73853, 2.54575], [1.20944, 1.01149, 1.01012], [0.14557, 0.47163, 0.15095], [0.45785, -0.75831, -0.39797], [-0.15267, -1.46639, -1.33402], [-1.43510, -1.24673, -1.72052], [-2.38313, -0.66230, -2.18536], [-3.38689, -0.40201, -2.66226], [0.70317, -2.68218, -2.24053], [-0.57606, -3.49181, -3.23607], [-0.87143, 1.10505, -0.25419], [-1.16493, 2.36066, 0.22768], [0.71431, -0.40001, 2.79908], [1.52803, 1.09888, 3.29173], [-0.10008, 1.38398, 2.70961], [2.13489, 0.59783, 0.78798], [1.31955, 2.01395, 0.91147], [1.40556, -1.14456, -0.13928], [0.06003, -4.01220, -4.05745], [-1.22373, -2.78026, -3.78397], [-1.23070, -4.31083, -2.84828], [-2.00937, 2.77776, -0.32145], [-1.54137, 2.27279, 1.31011], [-0.52495, 3.19185, 0.47718]], "nbo_charge": [-0.627, -0.251, 0.036, -0.174, 0.123, -0.574, 0.924, -0.423, 0.397, -0.782, -0.061, -0.529, 0.244, 0.255, 0.216, 0.235, 0.228, 0.233, 0.266, 0.244, 0.259, 0.254, 0.259, 0.249], "mol_weight_g_mol": 186.3, "energy_ev": -24796.495, "homo_ev": [-12.61, -12.61], "smiles": "CC[N+](/C=C(\\N=C=O)SC)=N\\C", "total_charge": 1, "orbital_gap_ev": [7.26, 7.26], "de_lowest_kcal_mol": 101.93}

[2]
{"formula": "CH7N", "method": "ωB97M-V with the def2-TZVPD basis set", "symbols": ["C", "H", "H", "H", "H", "N", "H", "H", "H"], "coordinates": [[-0.54297, 0.33667, -1.43751], [-1.32616, -0.10347, -1.94123], [-0.00911, -0.44885, -0.87916], [-0.96589, 1.13506, -0.76597], [0.11675, 0.76278, -2.12937], [0.49882, -0.26536, 1.56036], [1.44055, -0.50627, 1.17783], [0.65695, 0.24315, 2.38662], [0.13107, -1.15370, 2.02842]], "nbo_charge": [-0.834, 0.200, 0.217, 0.215, 0.201, -1.057, 0.357, 0.350, 0.351], "mol_weight_g_mol": 33.1, "energy_ev": -2640.286, "homo_ev": -10.34, "smiles": "C.N", "total_charge": 0, "orbital_gap_ev": 11.49, "de_lowest_kcal_mol": 8.21}

[3]
{"formula": "C21H28N4O3PdS2", "method": "ωB97M-V with the def2-TZVPD basis set", "symbols": ["Pd", "O", "S", "C", "C", "C", "C", "S", "O", "C", "C", "C", "C", "C", "C", "C", "C", "C", "C", "C", "C", "H", "H", "H", "H", "H", "H", "H", "H", "H", "H", "H", "H", "H", "H", "H", "H", "H", "H", "C", "N", "C", "C", "C", "N", "C", "O", "N", "H", "H", "H", "H", "H", "H", "H", "N", "H", "H", "H"], "coordinates": [[0.81838, -0.19019, 0.22388], [0.33833, -3.74014, -2.42026], [-0.77886, -2.95433, -3.10781], [0.19700, -1.54219, -3.79790], [-0.51831, -0.24714, -3.90562], [-0.23648, 0.72385, -2.74627], [0.97678, 1.65096, -2.87691], [1.46414, 2.46981, -1.34552], [2.17152, 1.46048, -0.36141], [-0.05859, 2.91931, -0.54541], [-0.54509, 2.55641, 0.71115], [-1.80235, 3.01379, 1.14545], [-2.52575, 3.93722, 0.34466], [-2.00747, 4.34711, -0.85886], [-0.75749, 3.88992, -1.29415], [-1.86859, -2.30483, -1.88068], [-1.61504, -2.23971, -0.50045], [-2.52551, -1.58646, 0.31684], [-3.75037, -1.22459, -0.16032], [-4.09263, -1.55368, -1.46640], [-3.14972, -2.03410, -2.38081], [0.42971, -1.94571, -4.80032], [1.14034, -1.45837, -3.22920], [-1.58844, -0.45023, -4.01015], [-0.24378, 0.30007, -4.82085], [-0.07326, 0.18499, -1.80743], [-1.15824, 1.27307, -2.55073], [0.82186, 2.48436, -3.59121], [1.91183, 1.12182, -3.15046], [0.01037, 1.82396, 1.31464], [-2.18587, 2.64617, 2.10511], [-3.49845, 4.31911, 0.66417], [-2.60248, 4.99289, -1.50779], [-0.42641, 4.14825, -2.29609], [-0.69869, -2.61884, -0.03622], [-2.28700, -1.45458, 1.39558], [-4.44113, -0.74633, 0.51725], [-5.19093, -1.50896, -1.70325], [-3.40025, -2.20410, -3.40300], [1.28216, -2.64071, 4.80550], [1.83948, -1.44591, 4.19177], [2.72432, -0.63751, 4.82075], [3.13467, 0.50627, 4.19210], [2.80640, 0.69656, 2.81992], [2.08101, -0.22507, 2.18634], [1.47291, -1.21840, 2.82288], [0.62698, -1.96472, 2.28478], [3.18267, 1.81232, 2.22072], [1.30845, -2.55540, 5.93663], [1.80318, -3.55191, 4.54665], [0.24849, -2.77466, 4.46372], [3.17450, -1.00644, 5.75940], [3.81215, 1.19537, 4.67516], [3.48040, 2.57084, 2.78470], [2.92141, 1.96078, 1.21756], [1.97933, -2.21164, -0.46522], [1.80147, -2.56829, 0.47859], [2.87091, -1.88627, -0.78707], [1.19600, -2.31426, -1.13811]], "nbo_charge": [0.090, -0.973, 1.235, -0.579, -0.423, -0.451, -0.592, 1.212, -1.009, -0.175, -0.234, -0.205, -0.205, -0.213, -0.245, -0.321, -0.183, -0.189, -0.208, -0.235, -0.164, 0.230, 0.241, 0.219, 0.205, 0.227, 0.221, 0.229, 0.253, 0.252, 0.222, 0.217, 0.216, 0.210, 0.262, 0.234, 0.215, 0.214, 0.211, -0.408, -0.417, 0.103, -0.387, 0.464, -0.614, 0.759, -0.682, -0.770, 0.198, 0.207, 0.247, 0.219, 0.218, 0.390, 0.457, -1.178, 0.404, 0.383, 0.395], "mol_weight_g_mol": 555.0, "energy_ev": -59480.871, "homo_ev": -4.98, "total_charge": 0, "orbital_gap_ev": 5.47}

[4]
{"formula": "C6H39NO13", "method": "ωB97M-V with the def2-TZVPD basis set", "symbols": ["C", "C", "N", "C", "C", "C", "C", "O", "H", "H", "H", "H", "H", "H", "H", "H", "H", "H", "H", "H", "H", "H", "H", "H", "H", "O", "H", "H", "O", "H", "H", "O", "H", "H", "O", "H", "H", "O", "H", "H", "O", "H", "H", "O", "H", "H", "O", "H", "H", "O", "H", "H", "O", "H", "H", "O", "H", "H", "O"], "coordinates": [[0.56232, 2.49646, 2.12898], [-0.01245, 2.48563, 0.70790], [-0.13728, 1.10121, 0.32624], [-1.38098, 0.37924, 0.80639], [0.47749, 2.00354, -2.05846], [0.05597, 0.84145, -1.11582], [0.95241, -0.43021, -1.37812], [0.59121, -1.15419, -2.55860], [0.03809, 3.16979, 2.77618], [1.66255, 2.63147, 2.22419], [0.43484, 1.46748, 2.65843], [0.74451, 3.03170, 0.10082], [-0.88441, 3.11872, 0.67566], [-1.37273, 0.40885, 1.88496], [-2.28973, 0.81771, 0.52001], [-1.27187, -0.63159, 0.68788], [1.44856, 1.68744, -2.61102], [0.60467, 2.91929, -1.47731], [-0.24285, 2.32717, -2.85933], [-0.96342, 0.61578, -1.57774], [2.04259, -0.15106, -1.42820], [0.67501, -1.14891, -0.57340], [0.45765, -0.55092, -3.29825], [3.93977, 3.22351, 0.02790], [2.64940, 3.58475, -0.78419], [3.38936, 3.92041, -0.34498], [-0.34985, -4.53799, -0.37102], [-1.42231, -3.97343, -1.34095], [-1.30045, -4.58708, -0.52826], [1.42888, 0.16850, 1.41008], [2.50154, 0.28345, 2.53425], [2.25196, -0.23295, 1.77061], [-4.04781, -1.09270, -1.65617], [-3.55390, -1.88042, -0.44062], [-3.34765, -1.07625, -0.99034], [3.77480, 0.62345, 0.81003], [3.97671, 0.93506, -0.66666], [3.72969, 1.31876, 0.16312], [0.74538, -2.67757, 2.96711], [-0.40253, -2.93200, 1.98573], [0.01438, -3.29514, 2.81390], [0.80536, -4.27028, 1.66793], [1.51965, -5.29160, 0.54705], [1.00113, -4.40747, 0.75848], [-2.55092, -3.45184, 0.79951], [-3.81352, -3.69167, 1.31365], [-3.27835, -2.97775, 0.99716], [3.10901, -2.00648, -1.23050], [2.77466, -2.83153, -0.02589], [3.53679, -2.24728, -0.39819], [-1.53490, 3.48505, -1.58934], [-1.64733, 5.05153, -1.08768], [-1.02819, 4.28968, -1.20660], [-2.35209, -2.05056, -1.93439], [-0.92713, -2.01800, -2.51270], [-1.60113, -2.64273, -2.31798], [-3.09502, 3.88394, 1.00228], [-3.51694, 2.51806, 1.64740], [-3.57060, 3.45050, 1.64885]], "nbo_charge": [-0.615, -0.240, -0.480, -0.402, -0.659, -0.082, -0.062, -0.742, 0.215, 0.218, 0.185, 0.214, 0.188, 0.200, 0.184, 0.206, 0.211, 0.241, 0.212, 0.181, 0.173, 0.191, 0.475, 0.500, 0.460, -0.965, 0.486, 0.503, -1.046, 0.503, 0.469, -0.981, 0.475, 0.514, -0.962, 0.504, 0.472, -0.973, 0.488, 0.483, -0.935, 0.501, 0.496, -1.009, 0.490, 0.479, -0.951, 0.459, 0.486, -0.945, 0.482, 0.488, -0.959, 0.486, 0.489, -1.006, 0.469, 0.477, -0.943], "mol_weight_g_mol": 333.4, "energy_ev": -34960.120, "homo_ev": -9.15, "total_charge": 0, "orbital_gap_ev": 9.13, "de_lowest_kcal_mol": 132.01}

[5]
{"formula": "C22H36HfO2P2", "method": "ωB97M-V with the def2-TZVPD basis set", "symbols": ["P", "P", "C", "C", "H", "H", "H", "H", "C", "H", "H", "H", "C", "H", "H", "H", "C", "H", "H", "H", "C", "H", "H", "H", "Hf", "C", "C", "C", "C", "C", "C", "C", "C", "C", "H", "H", "H", "H", "H", "H", "H", "H", "H", "H", "H", "H", "H", "H", "H", "O", "C", "O", "C", "C", "C", "C", "C", "C", "H", "H", "H", "H", "H"], "coordinates": [[1.91160, -2.39391, 0.67442], [0.56845, 2.97738, 0.64832], [1.91211, -0.88871, -0.63770], [1.72239, 0.54723, -0.19775], [1.16732, -1.04826, -1.52757], [2.93691, -1.08293, -1.09872], [2.13566, 0.66770, 0.76882], [2.23075, 1.26065, -0.89404], [-0.78545, 3.75453, -0.21233], [-0.62122, 4.84492, -0.12738], [-1.68297, 3.45026, 0.33140], [-0.75620, 3.41125, -1.28263], [1.73906, 4.27554, 0.41736], [1.31742, 4.85785, -0.41408], [2.74522, 3.87381, 0.28029], [1.63811, 4.75309, 1.41022], [0.98628, -3.83234, -0.14459], [0.95401, -4.67655, 0.58262], [1.53650, -4.09283, -1.06855], [-0.05158, -3.50572, -0.38159], [3.62004, -2.75072, 0.15827], [4.14072, -1.80676, -0.01917], [3.61720, -3.35145, -0.74916], [4.10003, -3.29174, 0.97381], [-0.60296, -0.60539, -0.60711], [-0.47954, 0.80364, -2.18593], [-1.92922, 0.61550, -1.89493], [-2.96180, 0.09689, -2.88715], [-2.46809, -1.17274, -3.59906], [-1.76542, -1.99655, -2.49956], [-0.40990, -2.20524, -2.58672], [0.49878, -1.33809, -3.51507], [0.19934, 0.22379, -3.46477], [-1.84483, -1.83668, 0.69610], [-0.27360, 1.89347, -2.12027], [-2.32371, 1.24989, -1.13977], [-3.12517, 0.96770, -3.54005], [-3.86585, -0.13118, -2.28605], [-3.30912, -1.68314, -4.12244], [-1.70872, -0.88273, -4.37449], [-2.40524, -2.45433, -1.73119], [-0.05099, -3.28609, -2.55942], [0.50646, -1.70045, -4.59257], [1.53732, -1.49100, -3.10521], [1.17011, 0.73840, -3.61914], [-0.37269, 0.49886, -4.36303], [-1.25309, -2.30997, 1.50690], [-2.45721, -2.55788, 0.15568], [-2.55429, -1.25217, 1.27777], [-1.82842, 0.84091, 1.26146], [-0.89438, 0.40447, 2.02051], [0.10735, -0.21207, 1.47299], [-0.70129, 0.60175, 3.54017], [-1.67436, 1.05408, 4.47894], [-1.17819, 1.65560, 5.65724], [0.17180, 1.80571, 5.93353], [1.07026, 1.06785, 5.15810], [0.65541, 0.42551, 3.98327], [-2.74536, 0.88176, 4.29763], [-1.85807, 2.07324, 6.37972], [0.56709, 2.45708, 6.69853], [2.11233, 0.95298, 5.43090], [1.36285, -0.14564, 3.35425]], "mulliken_charge": [0.358, 0.745, -0.643, -1.674, -0.953, 1.160, 0.557, 0.563, -1.188, 0.626, 0.301, 0.364, -1.102, 0.423, 0.368, 0.406, -0.758, 0.480, 0.295, 0.079, -1.178, 0.362, 0.406, 0.438, 0.480, 1.777, -1.184, -1.084, -0.774, -0.967, 0.265, -1.119, -1.254, -1.530, -0.062, 0.956, 0.453, 0.395, 0.452, 0.133, 0.757, 0.834, 0.363, 0.668, 0.490, 0.565, 0.373, 0.665, 0.459, -0.693, 0.417, -0.114, 0.206, -0.487, -0.376, -0.650, -0.571, -0.337, 0.441, 0.397, 0.459, 0.419, 0.341], "mol_weight_g_mol": 573.0, "energy_ev": -47351.984, "homo_ev": [-13.64, -13.63], "total_charge": 2, "orbital_gap_ev": [4.31, 4.27], "de_lowest_kcal_mol": 227.55}

[6]
{"formula": "C2H9N2O", "method": "ωB97M-V with the def2-TZVPD basis set", "symbols": ["C", "C", "N", "N", "H", "H", "H", "H", "H", "H", "H", "H", "H", "O"], "coordinates": [[1.03822, -0.30242, -0.07403], [0.20176, -0.03577, -1.08601], [-1.22075, -0.44901, -0.92940], [2.32035, 0.13518, -0.00396], [0.77514, -1.04826, 0.68607], [0.35286, 0.54378, -1.99786], [-1.67326, 0.37792, -1.31965], [-1.45360, -1.32155, -1.42681], [-1.43062, -0.62553, 0.08850], [2.56263, 0.81205, -0.70630], [2.86980, 0.03608, 0.82689], [-1.02840, 1.30607, 2.02132], [-1.94897, 0.07530, 2.28479], [-1.36517, 0.49615, 1.63645]], "nbo_charge": [0.068, -0.252, -0.690, -0.765, 0.219, 0.227, 0.450, 0.431, 0.472, 0.400, 0.419, 0.508, 0.499, -0.987], "mol_weight_g_mol": 77.1, "energy_ev": -7240.669, "homo_ev": -12.81, "total_charge": 1, "orbital_gap_ev": 9.62, "de_lowest_kcal_mol": 38.89}